1.
Computed, not measured: 2 unconnected molecules or ions with the total composition C4H14N3O, with ωB97M-V/def2-TZVPD.

Positions of all 22 atoms, in Å:
C: 1.046 -0.577 0.366
C: 1.261 -1.398 1.650
C: -0.281 1.500 0.873
N: -0.190 0.243 0.402
N: 0.915 2.292 1.064
N: -1.493 2.116 1.041
H: 1.926 0.023 0.093
H: 0.868 -1.212 -0.584
H: 1.550 -2.335 1.337
H: 0.369 -1.425 2.302
H: -1.064 -0.181 0.096
H: 1.600 1.880 1.654
H: 0.594 3.183 1.426
H: -2.351 1.546 0.958
H: -1.586 3.092 1.309
H: 2.153 -0.989 2.234
C: -0.623 -1.032 -2.893
O: -1.162 -1.897 -1.811
H: -2.016 -2.393 -2.126
H: 0.173 -0.349 -2.484
H: -0.255 -1.635 -3.710
H: -1.434 -0.452 -3.198

Force components x, y, z for each atom (eV/Å):
-0.67 -0.73 -1.85
0.65 2.68 0.90
1.14 0.53 -0.43
-0.10 2.10 0.97
-3.75 -0.91 -0.50
0.70 -1.39 -0.35
-0.50 0.20 0.28
0.33 0.58 1.85
0.41 -2.34 -0.30
0.48 -0.11 -0.43
0.38 -0.29 0.06
0.67 -0.49 0.35
0.61 0.11 0.09
0.84 0.77 0.01
0.13 -0.54 -0.11
-1.33 -0.40 -0.58
0.26 -1.05 1.74
-1.29 -0.45 -1.01
2.58 1.55 0.59
-0.75 -0.98 -0.24
0.28 -0.08 -0.13
-1.08 1.21 -0.89

Values from the calculation:
- net charge = +1
- HOMO level (eV) = -13.82
- lowest unoccupied orbital energy (eV) = -2.98
- energy above the lowest of the compared OMol25 structures with the same formula, charge and spin (kJ/mol) = 174.04

2.
Computed, not measured: 2 unconnected molecules or ions with the total composition C4H14N3O, with ωB97M-V/def2-TZVPD.

Positions of all 22 atoms, in Å:
C: 1.417 -0.281 0.208
C: 2.178 -1.258 1.018
C: -0.823 -0.320 1.124
N: -0.038 -0.612 0.135
N: -0.507 0.158 2.355
N: -2.140 -0.550 0.991
H: 1.444 0.736 0.608
H: 1.755 -0.250 -0.827
H: 1.978 -1.198 2.098
H: 3.262 -1.252 0.945
H: -0.368 -1.000 -0.724
H: 0.420 0.539 2.544
H: -1.113 0.906 2.655
H: -2.647 -0.875 0.179
H: -2.802 -0.316 1.722
H: 1.866 -2.295 0.849
C: 0.143 1.926 -2.649
O: -0.338 0.569 -2.685
H: -1.130 0.539 -3.207
H: -0.672 2.573 -2.974
H: 0.356 2.138 -1.608
H: 0.961 2.116 -3.340

Force components x, y, z for each atom (eV/Å):
-0.89 0.54 -0.77
0.24 -1.69 1.77
-2.49 -0.40 -0.07
2.27 0.38 0.75
1.45 1.23 0.10
-1.38 0.09 0.09
0.38 -0.02 -0.13
0.01 0.08 0.06
-0.03 0.48 -0.15
0.01 0.40 -0.42
-0.44 -0.05 -0.33
0.05 -0.79 -0.48
-0.72 -0.28 0.17
0.87 0.05 -0.24
0.62 -0.08 0.16
0.06 0.16 -0.60
-1.23 -0.18 -0.25
0.75 -0.12 0.43
-0.38 -0.03 -0.49
0.07 0.24 0.19
0.44 0.29 -0.02
0.33 -0.31 0.25

Values from the calculation:
- net charge = +1
- HOMO level (eV) = -13.95
- lowest unoccupied orbital energy (eV) = -2.87
- energy above the lowest of the compared OMol25 structures with the same formula, charge and spin (kJ/mol) = 121.82

3.
Computed, not measured: 2 unconnected molecules or ions with the total composition C4H14N3S, with ωB97M-V/def2-TZVPD.

Positions of all 22 atoms, in Å:
C: -0.501 0.256 -1.924
C: -0.446 2.253 -4.201
S: -1.415 0.920 -3.448
H: 0.227 -0.369 -2.503
H: 0.047 0.993 -1.385
H: -1.461 -0.353 -1.742
H: 0.229 2.747 -3.539
H: -1.259 3.038 -4.536
H: 0.092 2.289 -5.105
C: 1.388 -1.905 3.197
C: -0.085 -0.608 1.709
N: 0.331 -1.812 2.251
N: 0.661 0.559 1.579
N: -1.439 -0.458 1.581
H: 0.062 -2.700 2.003
H: 1.809 0.427 1.783
H: 0.458 1.243 0.887
H: -2.026 -1.253 1.788
H: -1.963 0.537 1.425
H: 2.111 -2.552 2.550
H: 1.284 -2.385 4.195
H: 1.899 -0.866 3.436

Force components x, y, z for each atom (eV/Å):
-1.26 -1.87 -4.60
-2.64 2.60 -0.12
0.50 0.59 -0.02
-0.38 0.05 1.37
-0.46 0.55 1.08
2.04 0.78 1.41
0.09 0.34 1.04
1.30 -1.23 1.20
0.84 -1.82 -1.38
4.85 0.56 -0.73
-2.21 1.14 1.17
-0.12 4.49 0.59
4.40 -3.83 2.01
-0.04 2.61 -0.96
-1.85 -1.78 -1.34
-4.40 0.52 -0.99
-0.56 0.36 -0.41
0.00 0.19 0.00
2.07 -3.47 0.21
-0.14 1.11 2.05
-0.97 0.22 -0.90
-1.07 -2.12 -0.67

Values from the calculation:
- net charge = +1
- HOMO level (eV) = -10.97
- lowest unoccupied orbital energy (eV) = -3.75
- energy above the lowest of the compared OMol25 structures with the same formula, charge and spin (kJ/mol) = 420.85

4.
Computed, not measured: 2 unconnected molecules or ions with the total composition C4H14N4, with ωB97M-V/def2-TZVPD.

Positions of all 22 atoms, in Å:
C: 0.993 -0.254 1.522
N: -0.409 0.240 1.194
N: -1.280 -0.205 2.198
N: -0.487 1.645 1.065
H: 1.038 -1.345 1.509
H: 1.250 0.048 2.544
H: 1.692 0.206 0.829
H: -1.184 0.319 3.072
H: -2.232 -0.146 1.857
H: -0.084 1.900 0.163
H: 0.033 2.122 1.810
C: 0.887 1.255 -1.787
C: 0.787 -0.061 -1.640
C: -0.461 -0.844 -1.905
N: -0.463 -2.072 -1.120
H: 0.029 1.862 -2.040
H: 1.824 1.775 -1.667
H: 1.659 -0.669 -1.445
H: -0.464 -1.134 -2.964
H: -1.340 -0.201 -1.734
H: -1.295 -2.613 -1.327
H: -0.494 -1.827 -0.135

Force components x, y, z for each atom (eV/Å):
-1.37 0.71 0.33
1.32 -0.61 0.26
0.02 -0.64 0.19
0.13 0.33 -0.09
-0.12 0.16 -0.30
0.07 0.17 0.09
-0.07 -0.18 -0.02
-0.05 0.06 -0.30
0.09 0.20 0.08
-0.07 -0.10 0.35
0.04 -0.13 -0.15
0.05 -0.27 0.02
-0.10 0.28 -0.76
-0.12 0.04 0.00
-0.09 -0.08 0.10
-0.15 0.04 -0.04
0.19 0.04 0.01
0.15 -0.01 0.16
-0.01 0.07 0.09
0.13 -0.05 -0.05
0.10 0.00 0.07
-0.15 -0.02 -0.04

Values from the calculation:
- HOMO level (eV) = -8.86
- lowest unoccupied orbital energy (eV) = 1.09
- energy above the lowest of the compared OMol25 structures with the same formula, charge and spin (kJ/mol) = 290.34
- structure (SMILES) = CN(N)N.C=CCN

5.
Computed, not measured: 2 unconnected molecules or ions with the total composition C4H14N4, with ωB97M-V/def2-TZVPD.

Positions of all 22 atoms, in Å:
C: -0.178 0.391 -3.892
N: -1.586 0.560 -3.508
C: -1.824 0.683 -2.277
N: -0.901 0.507 -1.194
H: 0.215 1.370 -4.163
H: -0.147 -0.267 -4.759
H: 0.427 -0.032 -3.089
H: -2.829 0.950 -1.938
H: -1.097 1.238 -0.516
H: -1.130 -0.358 -0.711
N: 1.934 -0.104 0.765
C: 1.050 0.237 1.876
C: 0.411 -1.049 2.384
N: -0.766 -0.735 3.211
H: 2.715 -0.673 1.086
H: 2.420 0.724 0.443
H: 0.206 0.828 1.520
H: 1.525 0.785 2.700
H: 0.066 -1.642 1.535
H: 1.123 -1.686 2.925
H: -1.132 -1.584 3.610
H: -0.503 -0.143 3.990

Force components x, y, z for each atom (eV/Å):
-0.39 -0.57 0.09
0.44 0.52 0.41
-0.47 -0.13 0.22
0.06 0.28 -0.03
0.02 -0.02 -0.11
0.11 0.12 -0.07
0.09 0.08 -0.08
-0.16 -0.12 -0.46
0.09 -0.07 0.06
0.19 -0.07 -0.05
0.73 0.36 0.05
-0.36 -0.83 -0.03
-0.35 -0.06 0.47
0.20 0.14 -0.16
-0.30 -0.24 0.18
-0.28 0.21 -0.26
0.20 0.25 -0.18
0.03 -0.02 0.00
0.06 0.15 -0.11
0.25 0.15 -0.07
-0.17 -0.15 0.10
0.04 0.00 0.02

Values from the calculation:
- HOMO level (eV) = -9.24
- lowest unoccupied orbital energy (eV) = 0.91
- energy above the lowest of the compared OMol25 structures with the same formula, charge and spin (kJ/mol) = 142.34
- structure (SMILES) = C/N=C\N.NCCN

6.
Computed, not measured: a molecular structure, C4H14N4, with ωB97M-V/def2-TZVPD.

Positions of all 22 atoms, in Å:
C: 1.571 -0.525 -0.826
C: -1.325 0.150 -1.284
C: -0.300 0.313 2.357
C: 0.351 1.908 0.594
N: 0.493 -0.920 0.106
N: -0.849 -0.607 -0.107
N: -0.021 0.570 0.971
N: -0.380 -2.352 -1.066
H: -0.654 -3.162 -0.525
H: -0.275 -2.572 -2.054
H: 2.232 0.166 -0.299
H: 1.248 -0.070 -1.762
H: 2.112 -1.438 -1.051
H: -1.744 1.092 -0.928
H: -0.578 0.356 -2.051
H: -2.115 -0.453 -1.720
H: -1.138 0.927 2.711
H: 0.577 0.528 2.982
H: -0.563 -0.736 2.471
H: 1.266 2.225 1.114
H: 0.535 1.973 -0.477
H: -0.445 2.624 0.843

Force components x, y, z for each atom (eV/Å):
-0.20 0.05 0.02
0.19 -0.04 0.08
0.01 0.03 -0.02
-0.02 -0.07 0.01
-0.51 0.52 0.13
0.62 0.26 0.32
-0.06 -0.70 -0.64
0.07 0.29 0.02
0.01 -0.01 -0.08
-0.03 -0.08 0.08
-0.06 -0.02 0.02
-0.01 -0.03 0.06
-0.05 0.01 0.02
0.03 -0.04 0.04
-0.02 -0.03 0.06
0.04 -0.01 0.04
0.05 -0.04 -0.03
-0.05 -0.01 -0.04
0.01 0.02 -0.02
-0.06 -0.03 -0.03
0.00 -0.02 -0.01
0.04 -0.06 -0.01

Values from the calculation:
- HOMO level (eV) = -7.08
- lowest unoccupied orbital energy (eV) = 0.78
- energy above the lowest of the compared OMol25 structures with the same formula, charge and spin (kJ/mol) = 820.89